[1]
Below is a molecular structure, C22H17AuBrN3O2, with properties calculated with wB97M-V/def2-TZVPD.

## Properties
strongest force on any atom	0.80	eV/A
charge	+2
spin multiplicity	3
Kohn-Sham gap (alpha / beta)	6.78 / 5.38	eV
calculated total energy	-3872.3339	a.u.

Positions of all 46 atoms, in Å:
1 Au -1.55145 -0.46862 0.37754
2 Br -2.84710 2.21393 5.31121
3 O -1.60274 1.41504 -0.80400
4 O -1.72389 -2.47531 -1.17133
5 N 0.16950 -0.61710 -0.95864
6 N 1.02424 0.32240 -0.98594
7 N -2.21386 -0.56893 2.38735
8 C 2.72519 4.78634 -0.98688
9 C 1.16933 -4.41784 -2.25574
10 C -2.62481 0.58059 4.42721
11 C 4.03201 4.32167 -0.87197
12 C -0.61106 2.15755 -0.88361
13 C -2.38804 0.57731 3.06814
14 C 2.17809 -3.44513 -2.15364
15 C 0.29859 4.37827 -1.11016
16 C 4.28123 2.96051 -0.74764
17 C -2.84101 -3.35930 -1.42262
18 C 1.66162 3.89957 -0.97716
19 C -2.28759 -1.74272 3.04113
20 C -0.48131 -2.86714 -1.49097
21 C 3.23008 2.06113 -0.73743
22 C -2.52900 -1.80050 4.39670
23 C -0.14754 -4.13485 -1.93076
24 C 0.79349 1.61091 -0.85574
25 C -0.77578 3.56716 -1.08156
26 C -2.69668 -0.62327 5.10859
27 C 1.86583 -2.18943 -1.71964
28 C 0.53249 -1.87848 -1.37002
29 C 1.91078 2.51758 -0.85419
30 H -1.78782 3.93528 -1.17541
31 H 2.61950 -1.42012 -1.63697
32 H 2.53163 5.84702 -1.08884
33 H 1.42166 -5.41382 -2.59614
34 H -2.77154 -3.77720 -2.42394
35 H -2.86501 -4.15222 -0.67766
36 H 5.29818 2.60323 -0.65752
37 H -2.15509 -2.64082 2.45509
38 H -3.72829 -2.74138 -1.34944
39 H -2.35675 1.50226 2.51020
40 H 3.19727 -3.69213 -2.41676
41 H 4.85558 5.02351 -0.88049
42 H -0.90164 -4.90296 -2.02020
43 H -2.59075 -2.76101 4.88921
44 H -2.88542 -0.63886 6.17363
45 H 0.14900 5.44601 -1.22905
46 H 3.41885 1.00188 -0.62393

Atoms 1-3, force components in eV/Å:
0.7399 0.0576 0.0336
-0.0095 0.0180 0.0114
-0.2206 -0.0584 0.1936


[2]
Below is 5 unconnected molecules or ions with the total composition C4H15O7, with properties calculated with wB97M-V/def2-TZVPD.

## Properties
strongest force on any atom	0.33	eV/A
charge	-1
Kohn-Sham gap	9.14	eV
calculated total energy	-688.2202	a.u.

Positions of all 26 atoms, in Å:
1 O 2.01638 -1.90331 -2.17722
2 O 0.79883 0.34588 2.90939
3 O -0.63454 -1.71475 -1.79633
4 O -2.35060 -0.74688 -0.77394
5 O -1.13575 2.23682 2.08629
6 O -0.00287 0.82398 -2.86330
7 O -2.04090 1.87682 -0.46543
8 C -0.39338 -1.21874 0.53048
9 C -1.20002 -1.24066 -0.76971
10 C 1.52613 -0.11931 1.78516
11 C 0.71985 -0.17759 0.50043
12 H -1.06314 -1.02421 1.36276
13 H 2.32609 -2.41072 -1.42360
14 H -1.37291 1.84279 -1.17438
15 H -0.92512 3.17804 2.05259
16 H 1.90193 -1.10607 2.05845
17 H 0.02121 -2.21851 0.71166
18 H -1.51762 2.03501 1.19705
19 H -0.48434 -0.01883 -2.76193
20 H 1.02911 -1.86869 -2.06903
21 H 1.40434 -0.35996 -0.32846
22 H 2.41689 0.51004 1.63536
23 H -2.36093 0.93505 -0.45182
24 H 0.29726 0.80968 0.32206
25 H 0.91164 0.55149 -2.72725
26 H 0.11246 0.98264 2.63073

Atoms 1-3, force components in eV/Å:
0.0290 0.0881 -0.1967
-0.1602 -0.0722 0.1022
0.1364 -0.0198 -0.0097


[3]
Below is 6 unconnected molecules or ions with the total composition H12O6 at a distorted geometry, with properties calculated with wB97M-V/def2-TZVPD.

## Properties
strongest force on any atom	5.30	eV/A
Kohn-Sham gap	10.24	eV
structure (SMILES)	O.O.O.O.O.O
calculated total energy	-458.5826	a.u.

Positions of all 18 atoms, in Å:
1 O 1.37572 -0.64050 -2.75622
2 O -2.87028 -0.00650 -2.16422
3 O 1.76572 -0.34850 1.21578
4 O -0.08528 0.72050 -0.28322
5 O -1.91828 2.48450 1.00678
6 O 0.12072 -1.62650 3.62678
7 H 0.22272 0.17450 0.47378
8 H 2.49972 -1.09050 0.82278
9 H -2.04128 0.18450 -1.85522
10 H -2.58828 2.40850 0.41678
11 H 0.87472 -2.07850 4.04978
12 H 2.29372 0.45950 1.13278
13 H 0.48472 0.20150 -0.93022
14 H 1.97972 0.12050 -2.56022
15 H -1.19928 2.08250 0.41878
16 H -2.90728 -1.01450 -1.98622
17 H 1.54072 -0.99450 -3.62922
18 H 0.45172 -1.03650 3.00078

Atoms 1-3, force components in eV/Å:
0.4531 1.0349 1.1854
-3.2486 -3.6334 -0.7348
3.9239 -3.2578 -1.4433